This record from OMol25 describes the molecule C4H10N2 at a distorted geometry. The level of theory is the ωB97M-V functional and the def2-TZVPD basis.

The geometry in XYZ format:
```
16
Properties=species:S:1:pos:R:3:forces:R:3:lowdin_charge:R:1
C 1.475 -0.954 -0.361 -0.17 0.89 0.37 -0.29
C 0.613 -0.226 0.700 0.83 -0.65 -0.34 -0.23
C -0.854 -0.233 0.422 0.08 0.45 0.81 -0.14
C -1.494 0.870 0.033 -0.11 -0.26 -1.17 -0.23
N -2.836 0.936 -0.307 0.25 -0.25 0.04 0.03
N 2.862 -0.481 -0.294 0.39 -0.11 -0.29 -0.03
H 1.006 -0.749 -1.328 0.10 -0.26 -0.12 0.10
H 1.492 -2.022 -0.144 -0.24 -0.10 -0.28 0.10
H 0.880 -0.691 1.648 -0.33 0.00 0.30 0.11
H 0.991 0.790 0.778 -0.13 0.34 -0.14 0.10
H -1.420 -1.109 0.702 -0.13 -0.22 -0.08 0.10
H -0.910 1.722 -0.317 -0.07 0.17 0.58 0.12
H -3.341 0.077 -0.424 -0.18 0.15 0.16 0.08
H -3.330 1.802 -0.365 0.01 0.03 -0.02 0.07
H 3.290 -0.525 -1.211 0.09 -0.20 0.08 0.06
H 2.960 0.486 -0.012 -0.38 0.02 0.09 0.05
```
Positions in Å, forces in eV/Å.

- DFT total energy (hartree) = -267.88425
- molecular weight (g mol⁻¹) = 86.1
- maximum force (eV Å⁻¹) = 1.20

This record from OMol25 describes a structure of composition C39H33BCrN11O3S4. The level of theory is the ωB97M-V functional and the def2-TZVPD basis.

The geometry in XYZ format:
```
92
Properties=species:S:1:pos:R:3:forces:R:3:lowdin_charge:R:1
Cr -0.160 0.578 0.950 0.12 -0.02 -0.05 0.22
C 5.208 -0.437 0.565 0.05 0.06 0.07 -0.11
C 4.060 -0.227 1.318 0.14 0.03 -0.07 -0.13
N 2.880 -0.635 0.893 0.25 0.07 -0.33 0.05
C 2.831 -1.257 -0.278 -0.10 0.02 0.00 -0.20
C 3.997 -1.552 -0.977 0.10 0.05 -0.06 -0.07
N 5.187 -1.129 -0.566 -0.05 0.00 -0.02 0.10
C 1.483 -1.723 -0.697 0.11 -0.05 -0.22 -0.16
C 1.305 -2.556 -1.799 0.06 0.08 0.13 0.06
C 0.079 -3.147 -2.040 -0.21 -0.05 0.03 -0.12
C -0.905 -2.989 -1.062 0.18 -0.02 -0.08 0.06
C -0.678 -2.104 -0.030 -0.17 0.06 -0.01 -0.19
N 0.454 -1.386 0.083 -0.38 -0.13 0.32 0.11
C -1.677 -1.902 1.052 0.11 0.02 -0.09 -0.18
C -2.693 -2.804 1.327 0.00 0.00 0.09 -0.05
N -3.543 -2.622 2.333 -0.02 -0.10 -0.06 0.11
C -3.386 -1.531 3.063 0.09 0.17 0.04 -0.08
C -2.380 -0.606 2.802 -0.10 -0.15 0.01 -0.12
N -1.531 -0.809 1.808 0.15 0.02 -0.16 0.02
C -0.190 -3.923 -3.278 0.04 0.07 0.09 -0.15
C 0.836 -4.448 -4.055 -0.03 -0.09 0.00 -0.01
C 0.519 -5.136 -5.215 0.05 0.00 0.02 -0.13
N -0.724 -5.334 -5.643 -0.02 -0.01 -0.02 0.06
C -1.702 -4.827 -4.899 -0.03 0.01 0.03 -0.13
C -1.492 -4.119 -3.726 0.02 0.01 -0.06 -0.01
H 6.165 -0.048 0.890 0.02 -0.04 0.02 0.11
H 4.092 0.270 2.281 -0.01 0.05 -0.02 0.09
H 4.002 -2.153 -1.875 -0.07 0.07 -0.10 0.11
H 2.121 -2.707 -2.485 0.06 0.02 -0.02 0.11
H -1.839 -3.525 -1.119 -0.02 0.01 -0.05 0.11
H -2.813 -3.705 0.742 -0.03 -0.01 0.00 0.12
H -4.083 -1.358 3.872 0.00 -0.04 0.02 0.12
H -2.274 0.310 3.369 -0.02 0.02 -0.02 0.08
H 1.874 -4.351 -3.769 0.01 0.00 0.02 0.11
H 1.310 -5.553 -5.829 0.00 0.00 0.00 0.11
H -2.712 -4.989 -5.258 0.00 0.01 -0.02 0.11
H -2.340 -3.704 -3.200 0.00 0.02 0.01 0.11
C 0.183 -2.146 4.422 0.01 0.01 -0.03 -0.03
N -0.177 -0.804 4.836 0.01 -0.10 0.00 -0.13
C -0.980 -0.486 5.905 -0.02 0.09 0.07 -0.05
C -1.020 0.866 5.962 -0.05 -0.08 -0.01 -0.06
N -0.243 1.367 4.945 0.01 0.11 0.00 0.00
B 0.089 2.913 4.933 0.00 -0.11 0.01 -0.41
N 0.461 3.526 3.546 -0.09 0.02 0.01 0.00
C 1.352 4.570 3.471 0.06 0.02 -0.03 -0.05
C 1.184 5.191 2.280 0.00 0.00 0.05 -0.04
N 0.185 4.518 1.624 -0.07 0.01 -0.01 -0.14
C -0.377 4.876 0.328 -0.03 0.03 0.08 -0.05
C -0.226 3.496 2.398 -0.06 0.04 -0.02 -0.69
S -1.456 2.379 1.931 0.08 -0.04 -0.06 0.77
C 0.263 0.340 4.256 0.05 0.24 -0.02 -0.67
S 1.320 0.372 2.894 -0.29 -0.06 0.16 0.75
H -0.575 -2.835 4.789 0.00 -0.02 -0.01 0.09
H 1.158 -2.422 4.824 -0.01 -0.01 0.01 0.10
H 0.239 -2.185 3.337 0.00 0.00 0.01 0.06
H -1.442 -1.239 6.518 -0.01 -0.01 0.01 0.12
H -1.529 1.522 6.643 -0.02 0.00 0.02 0.12
H 1.036 3.092 5.661 0.01 0.01 -0.01 0.08
H -0.911 3.457 5.340 0.01 0.00 0.02 0.08
H 2.023 4.783 4.283 0.01 0.02 0.01 0.12
H 1.679 6.038 1.843 0.02 0.01 -0.01 0.12
H 0.313 5.560 -0.160 0.00 -0.01 -0.02 0.10
H -1.343 5.359 0.469 0.00 0.02 0.00 0.10
H -0.488 3.985 -0.282 -0.04 0.05 -0.02 0.02
O -3.541 0.555 0.604 -0.08 0.05 -0.02 0.04
C -2.967 0.596 -0.469 0.06 -0.05 -0.05 -0.50
N -1.603 0.654 -0.645 -0.08 0.09 0.10 -0.16
S -1.221 0.896 -2.229 -0.01 -0.12 0.16 0.64
O -0.302 -0.129 -2.662 -0.12 -0.04 -0.03 -0.30
O -0.908 2.262 -2.533 0.07 -0.06 -0.03 -0.28
C -2.835 0.575 -2.842 -0.05 0.04 -0.27 -0.22
C -3.261 0.499 -4.155 -0.04 -0.02 0.06 -0.03
C -4.626 0.354 -4.361 -0.04 0.00 0.01 -0.07
C -5.516 0.299 -3.287 0.02 0.00 -0.01 -0.06
C -5.061 0.374 -1.978 0.06 -0.02 -0.02 0.00
C -3.698 0.512 -1.778 -0.03 0.00 0.18 -0.13
H -2.564 0.545 -4.980 0.01 0.04 -0.01 0.12
H -5.009 0.291 -5.371 0.00 -0.01 -0.01 0.11
H -6.576 0.200 -3.481 -0.01 -0.02 -0.01 0.10
H -5.730 0.325 -1.130 -0.02 0.02 0.00 0.12
S 1.256 2.136 -0.084 0.23 0.11 0.14 0.71
C 2.593 1.932 -1.226 0.02 -0.33 -0.07 -0.59
C 3.795 2.583 -0.935 -0.07 -0.03 0.12 -0.13
C 4.847 2.567 -1.837 0.08 0.03 0.05 -0.10
C 4.729 1.897 -3.045 0.00 -0.03 -0.04 -0.10
C 3.539 1.251 -3.345 0.04 -0.03 -0.01 -0.09
C 2.479 1.266 -2.451 -0.07 0.05 0.12 -0.11
H 3.883 3.111 0.007 0.02 -0.01 0.00 0.10
H 5.769 3.080 -1.590 -0.01 0.01 0.00 0.10
H 5.552 1.885 -3.748 0.01 0.00 0.00 0.10
H 3.428 0.736 -4.292 -0.02 0.00 0.00 0.10
H 1.545 0.789 -2.703 0.10 -0.01 -0.03 0.06
```
Positions in Å, forces in eV/Å.

- DFT total energy (hartree) = -4996.28757
- molecular weight (g mol⁻¹) = 894.8
- maximum force (eV Å⁻¹) = 0.52
- 2S+1 = 4